Record 1
Formula: C22H19BCeF9N7O5S
Source: the Open Molecules 2025 dataset
Level of theory: ωB97M-V with the def2-TZVPD basis set

Values from the calculation:
- Relative energy (zero: lowest compared OMol25 entry of this formula, charge and spin): 4.066 eV
- E_LUMO (spin up / spin down): 2.49 / 2.49 eV
- HOMO (spin up / spin down): -5.0 / -5.5 eV

The geometry in ORCA input format:
```
! RIJCOSX wB97M-V def2-TZVPD def2/J DEFGRID3
* xyz -1 2
Ce -0.634 0.052 0.058
C -4.199 2.220 1.401
C -3.180 2.081 0.460
N -2.033 1.768 1.067
N -2.294 1.702 2.382
C -3.584 1.966 2.610
B -1.178 1.413 3.422
N 0.085 2.203 2.998
C -0.173 3.542 2.868
C 0.302 4.089 1.745
C 1.141 3.062 1.068
N 0.853 1.840 1.815
N -0.999 -0.100 3.447
C -1.091 -0.919 4.501
C -0.982 -2.218 4.052
C -0.828 -2.092 2.674
N -0.842 -0.810 2.322
H -5.235 2.444 1.235
H -3.218 2.203 -0.609
H -3.986 1.953 3.603
H -1.519 1.804 4.486
H -0.769 4.014 3.628
H 0.297 5.115 1.440
H 1.039 2.924 -0.015
H -1.232 -0.536 5.491
H -0.994 -3.119 4.632
H -0.717 -2.852 1.923
C 1.845 -4.064 -5.134
C 1.270 -2.825 -4.512
C 1.283 -2.643 -3.134
C 0.705 -1.521 -2.555
C 0.044 -0.603 -3.356
C 0.076 -0.747 -4.733
C 0.718 -1.827 -5.311
S -1.041 0.715 -2.710
O -1.398 1.517 -3.865
O -0.325 1.488 -1.680
N -2.274 0.129 -1.951
C -2.726 -1.247 -2.011
C -2.260 -1.610 -0.603
O -2.903 -1.180 0.376
O -1.087 -2.078 -0.493
H 2.085 -4.798 -4.368
H 2.750 -3.834 -5.697
H 1.128 -4.509 -5.824
H 1.743 -3.387 -2.499
H 0.792 -1.374 -1.479
H -0.413 0.011 -5.325
H 0.769 -1.907 -6.389
H -2.224 -1.838 -2.789
H -3.815 -1.294 -2.132
F 3.587 2.165 -0.535
C 3.849 1.081 0.183
F 4.716 1.424 1.146
F 4.559 0.287 -0.640
C 2.535 0.387 0.692
O 1.591 0.412 -0.236
C 1.980 1.009 2.066
F 1.582 -0.031 2.855
F 2.950 1.587 2.840
F 2.492 3.441 1.242
C 2.823 -1.132 0.933
F 3.588 -1.479 1.973
F 1.621 -1.752 1.087
F 3.360 -1.722 -0.138
*
```

---

Record 2
Formula: C24H40N5O6SSi2TeV
Source: the Open Molecules 2025 dataset
Level of theory: ωB97M-V with the def2-TZVPD basis set

Values from the calculation:
- Relative energy (zero: lowest compared OMol25 entry of this formula, charge and spin): 1.727 eV
- E_LUMO (spin up / spin down): 1.79 / 1.72 eV
- HOMO (spin up / spin down): -3.3 / -3.4 eV

The geometry in ORCA input format:
```
! RIJCOSX wB97M-V def2-TZVPD def2/J DEFGRID3
* xyz -1 4
V -0.447 -0.746 -1.016
C -1.704 -3.492 -2.219
C -1.578 -3.690 -0.719
N -0.508 -2.833 -0.233
C -0.554 -2.584 1.194
C -1.704 -1.648 1.462
C -2.539 -1.754 2.558
C -3.623 -0.891 2.658
C -3.853 0.028 1.647
C -2.971 0.088 0.576
C -3.144 1.091 -0.550
N -2.614 0.627 -1.808
C -3.465 -0.171 -2.664
C -3.324 -1.660 -2.380
N -1.934 -2.072 -2.497
N -1.913 -0.725 0.508
H -2.512 -4.123 -2.619
H -0.767 -3.789 -2.691
H -1.389 -4.745 -0.484
H -2.511 -3.407 -0.218
H 0.444 -3.135 -0.528
H 0.400 -2.116 1.467
H -0.660 -3.488 1.812
H -2.348 -2.508 3.309
H -4.296 -0.954 3.503
H -4.707 0.692 1.673
H -2.601 1.999 -0.266
H -4.212 1.360 -0.606
H -2.131 1.343 -2.337
H -3.152 0.023 -3.694
H -4.523 0.121 -2.582
H -3.983 -2.224 -3.060
H -3.661 -1.879 -1.362
H -1.571 -1.839 -3.415
O 3.315 -2.719 -5.659
C 3.057 -2.307 -4.544
C 2.159 -2.945 -3.537
O 1.353 -3.864 -3.741
C 2.364 -2.249 -2.277
C 3.059 -1.028 -2.529
O 3.204 -0.065 -1.715
C 3.533 -1.023 -3.921
O 4.160 -0.139 -4.486
O 1.859 -2.586 -1.159
O -0.856 1.459 -4.314
S 0.151 0.415 -3.998
N 0.173 -0.049 -2.597
C 2.474 4.880 -1.074
Si 1.412 3.600 -0.186
C 0.877 4.367 1.463
C -0.141 3.263 -1.177
C 2.511 2.102 0.094
Te 1.801 0.104 0.355
C 0.761 0.774 2.219
Si 1.730 0.341 3.739
C 3.506 0.957 3.627
C 0.949 1.094 5.290
C 1.749 -1.535 3.944
H 1.924 5.810 -1.233
H 2.793 4.505 -2.046
H 3.370 5.116 -0.497
H 0.521 5.385 1.291
H 1.705 4.422 2.172
H 0.067 3.813 1.939
H -0.869 4.067 -1.036
H -0.591 2.321 -0.860
H 0.053 3.168 -2.243
H 3.103 2.287 0.994
H 3.209 1.988 -0.736
H -0.225 0.303 2.270
H 0.592 1.846 2.138
H 3.559 2.045 3.703
H 3.967 0.659 2.684
H 4.105 0.538 4.438
H 0.954 2.184 5.233
H 1.487 0.803 6.194
H -0.090 0.776 5.401
H 2.280 -2.012 3.117
H 0.735 -1.942 3.972
H 2.248 -1.825 4.871
*
```

---

Record 3
Formula: C38H54BN10O4PbS3
Source: the Open Molecules 2025 dataset
Level of theory: ωB97M-V with the def2-TZVPD basis set

Values from the calculation:
- E_LUMO: -8.52 eV
- HOMO: -15.6 eV

The geometry in ORCA input format:
```
! RIJCOSX wB97M-V def2-TZVPD def2/J DEFGRID3
* xyz 3 1
Pb -0.043 1.545 -0.326
C -4.346 -1.967 0.127
C -3.146 -2.315 -0.667
C -3.164 -3.288 -1.634
C -2.024 -3.619 -2.412
N -0.935 -2.981 -2.070
N -0.886 -1.987 -1.163
B 0.408 -2.323 -1.844
N 1.378 -3.172 -0.977
N 1.481 -4.428 -1.374
C 2.131 -5.303 -0.626
C 2.619 -4.917 0.637
C 2.576 -3.602 1.038
C 3.170 -3.148 2.328
C 1.971 -2.703 0.139
S 2.213 -0.958 0.215
C 2.332 -6.692 -1.193
C 3.368 -6.552 -2.327
C 1.012 -7.229 -1.762
C 2.872 -7.663 -0.141
N 1.020 -1.550 -2.992
N 2.047 -2.255 -3.506
C 2.571 -1.898 -4.643
C 2.070 -0.768 -5.341
C 1.055 -0.018 -4.823
C 0.523 1.190 -5.516
C 0.501 -0.430 -3.569
S -0.776 0.454 -2.859
C 3.691 -2.770 -5.184
C 4.372 -2.145 -6.402
C 4.736 -2.994 -4.080
C 3.057 -4.112 -5.596
C -1.919 -1.566 -0.456
S -1.836 -0.251 0.605
C -2.029 -4.573 -3.576
C -0.682 -4.541 -4.304
C -3.141 -4.102 -4.535
C -2.347 -5.997 -3.094
H -5.129 -2.715 0.022
H -4.742 -1.002 -0.209
H -4.091 -1.841 1.180
H -4.086 -3.822 -1.820
H 3.064 -5.655 1.289
H 3.779 -3.931 2.774
H 2.384 -2.889 3.038
H 3.786 -2.259 2.179
H 3.004 -5.883 -3.105
H 3.544 -7.534 -2.765
H 4.320 -6.174 -1.949
H 0.625 -6.573 -2.541
H 0.263 -7.335 -0.975
H 1.185 -8.211 -2.199
H 3.866 -7.373 0.206
H 2.967 -8.651 -0.588
H 2.199 -7.752 0.715
H 2.502 -0.494 -6.294
H 1.063 1.373 -6.442
H 0.614 2.064 -4.871
H -0.538 1.069 -5.739
H 4.765 -1.151 -6.183
H 3.697 -2.084 -7.259
H 5.212 -2.771 -6.698
H 5.248 -2.060 -3.840
H 5.483 -3.710 -4.421
H 4.269 -3.380 -3.175
H 2.310 -3.965 -6.380
H 2.573 -4.588 -4.743
H 3.827 -4.777 -5.985
H -0.514 -3.562 -4.763
H -0.682 -5.287 -5.096
H 0.147 -4.756 -3.629
H -3.027 -3.048 -4.798
H -4.134 -4.250 -4.110
H -3.081 -4.689 -5.451
H -1.539 -6.400 -2.481
H -2.465 -6.637 -3.967
H -3.275 -6.035 -2.522
C -0.813 2.546 4.374
C -0.347 2.002 3.067
N -0.724 2.496 1.944
O -1.565 3.556 2.056
C 0.616 0.861 3.024
C 1.123 0.275 4.296
N 0.929 0.461 1.858
O 1.842 -0.595 1.800
H -1.785 3.018 4.253
H -0.128 3.326 4.721
H -0.874 1.781 5.143
H -1.765 3.828 1.150
H 1.504 1.058 4.952
H 1.916 -0.444 4.108
H 0.309 -0.231 4.820
O -8.398 3.113 0.401
C -8.092 2.728 -0.903
N -6.752 3.165 -1.304
C -5.670 2.384 -1.182
O -5.685 1.217 -0.813
C -4.346 3.012 -1.541
C -4.137 3.885 -2.600
C -2.843 4.311 -2.868
C -1.805 3.837 -2.092
N -1.995 2.985 -1.071
C -3.247 2.598 -0.803
H -8.027 2.496 1.038
H -8.809 3.219 -1.555
H -8.135 1.650 -1.051
H -6.634 4.153 -1.464
H -4.959 4.222 -3.220
H -2.640 4.996 -3.679
H -0.782 4.139 -2.286
H -3.401 1.921 0.026
*
```